132
Properties=species:S:1:pos:R:3:lowdin_charge:R:1 method="wB97M-V/def2-TZVPD" orbital_gap_ev=7.27 lumo_ev=-1.4 smiles="CC(=O)OCCCCCCc1cc2nc(P(=O)(O)O)c(CCC(F)(F)C(F)(F)C(F)(F)C(F)(F)S(F)(F)(F)(F)F)nc2cc1F.ClCCCl.ClCCCl.ClCCCl.ClCCCl.ClCCCl.ClCCCl.ClCCCl.ClCCCl" energy_ev=-312034.885
Cl 1.427 2.899 -3.541 0.56
Cl 7.104 -0.435 -3.663 0.53
F -7.592 -4.137 7.152 -0.15
H -2.057 2.274 0.397 0.00
H 0.720 -0.932 1.507 0.13
C 2.620 4.466 -0.503 -0.66
H 3.363 -3.852 1.858 0.09
H 8.438 -1.527 3.448 0.07
F -7.739 -2.030 5.267 0.09
H -2.332 -5.063 -6.864 -0.04
Cl 6.710 1.251 1.726 0.54
H -2.107 5.379 1.168 0.12
H -6.979 2.643 2.455 0.11
Cl 8.713 2.452 -2.802 0.53
F -8.341 -5.461 4.471 0.05
C -2.580 -5.470 -5.880 -0.70
C -5.934 2.535 2.013 0.07
C 3.487 8.875 -2.995 -0.64
F -5.222 -5.681 5.353 -0.19
C -2.113 -4.556 -4.765 -0.59
H 13.039 1.326 5.747 0.07
H 9.338 -1.126 -3.502 0.07
H -0.365 2.972 4.343 0.11
H -0.570 0.583 3.959 0.12
P -4.310 -2.146 -1.890 0.67
C -8.254 -3.097 1.617 -0.28
C 6.900 -0.265 2.639 -0.67
C 11.900 -0.184 4.685 -0.63
C -4.901 3.644 2.352 -0.10
H 11.878 -0.669 3.706 0.07
H -1.668 -3.115 -9.894 0.08
C -2.302 4.652 2.029 -0.15
C -1.141 -4.052 -9.704 -0.63
H -2.099 -6.446 -5.785 0.08
C -1.101 2.702 3.489 -0.18
H 3.570 5.690 1.014 0.08
C 8.863 -0.152 -3.641 -0.67
H -1.396 0.714 2.305 0.10
H 1.672 4.400 -1.040 0.03
C 0.850 1.217 2.348 -0.21
H -6.184 -3.433 0.619 0.12
N -3.750 0.186 -0.384 0.09
C -6.213 -0.623 -0.063 -0.16
C 2.863 -1.901 2.905 -0.39
Cl 2.842 2.957 0.411 0.61
O 1.894 -0.919 3.348 -0.08
C -4.167 1.239 0.498 -0.15
H 10.367 0.828 -2.462 0.07
C 2.668 5.680 0.399 -0.65
F -8.636 -4.456 1.794 0.05
Cl 10.340 0.641 4.927 0.61
C -4.787 -0.754 -0.674 -0.17
H -0.469 3.458 1.372 0.06
C -7.304 -1.737 -0.522 -0.12
H 6.469 -0.095 3.627 0.07
S -6.419 -4.818 6.199 1.01
C -0.632 1.216 2.991 -0.19
Cl -0.377 1.659 -0.918 0.65
H -1.544 0.832 -2.775 0.07
F -6.187 -2.104 2.748 0.07
H 3.576 9.962 -3.047 0.07
H -0.300 -4.332 -11.660 0.07
C 9.278 0.786 -2.525 -0.67
C -7.589 -2.382 2.883 -0.18
C 2.434 -3.336 2.303 -0.01
H -1.374 2.591 -2.845 0.08
H 2.038 -4.056 3.112 0.09
Cl 1.257 5.759 1.486 0.64
H -1.022 -4.513 -4.753 0.08
C -0.844 1.659 -2.638 -0.61
H -2.174 -2.561 -1.292 0.09
C 0.046 -4.222 -10.630 -0.66
C 0.349 1.481 -3.556 -0.64
H 8.964 0.140 3.178 -0.04
H 0.634 -5.105 -10.372 0.07
C -3.120 2.359 0.846 0.04
H 0.008 1.354 -4.585 0.07
Cl 2.169 6.649 -3.897 0.54
H -2.451 -4.909 -3.788 0.08
F -5.267 4.749 3.173 -0.02
C 1.452 -0.255 2.099 -0.18
H 4.400 8.439 -3.405 0.07
C -5.606 1.297 1.073 -0.14
H 1.340 8.774 -3.288 0.07
C -7.291 -4.480 4.587 -0.27
F -9.479 -2.378 1.331 0.03
H -2.581 5.293 2.951 0.12
H -0.188 4.626 2.764 0.02
H 0.939 0.604 -3.282 0.07
Cl 1.130 -2.809 -10.599 0.54
H -1.846 -4.874 -9.850 0.08
H 2.291 8.817 -4.778 0.07
H 8.894 0.454 -1.558 0.04
H -7.657 -3.928 -0.349 0.15
H 9.156 0.233 -4.619 0.07
O -4.918 -1.856 -3.463 -0.24
Cl 9.060 -1.171 1.216 0.53
H 2.659 6.590 -0.206 -0.05
H 6.312 -1.037 2.141 0.05
C -7.942 -3.065 4.328 -0.21
H -8.317 -1.212 -0.544 0.12
H -2.135 2.646 3.970 0.11
H 1.673 -3.255 1.454 0.08
C -7.245 -3.088 0.337 -0.07
H 0.881 1.755 1.326 -0.02
C 13.075 0.764 4.812 -0.67
H 3.425 4.517 -1.239 0.07
H 1.562 1.788 3.039 0.13
O 4.093 -1.644 2.951 0.05
F -9.377 -3.249 4.278 0.08
N -6.694 0.386 0.826 0.14
F -5.464 -3.465 6.132 -0.15
H -4.201 -2.233 -4.071 -0.10
C -3.452 3.575 1.752 -0.09
Cl -2.692 -2.884 -4.980 0.69
Cl 3.397 8.446 -1.269 0.62
H 14.010 0.201 4.789 0.07
Cl -0.665 -4.080 -7.987 0.62
O -2.588 -2.091 -2.060 -0.26
H 11.968 -0.962 5.448 0.07
C -0.941 3.839 2.355 -0.27
C 2.259 8.423 -3.760 -0.66
Cl 13.144 1.932 3.469 0.54
F -6.382 -4.838 3.526 0.06
O -4.639 -3.551 -1.366 -0.34
H 2.417 -0.117 1.470 0.13
Cl -4.338 -5.754 -5.825 0.55
F -7.237 -6.304 6.330 -0.19
F -5.607 -5.238 7.601 -0.17
H -7.082 -2.040 -1.620 0.11
C 8.354 -0.672 2.775 -0.70
F -8.200 -1.074 2.971 0.05

20
Properties=species:S:1:pos:R:3:lowdin_charge:R:1 method="wB97M-V/def2-TZVPD" orbital_gap_ev=9.59 lumo_ev=1.0 smiles=CCC.CSC energy_ev=-16246.819
H 3.367 -1.550 0.389 0.07
H 2.195 -0.581 -1.476 0.07
H 3.301 -3.287 0.080 0.07
H 1.097 -3.273 -0.633 0.09
C 2.721 -2.428 0.422 -0.12
C 1.488 -2.267 -0.461 -0.33
H 0.920 -1.365 -2.358 0.06
H -2.344 -0.589 0.273 0.03
C -1.660 3.039 0.646 -0.43
H -2.256 3.370 -0.208 0.04
H 2.600 -2.076 -2.344 0.07
H 2.406 -2.629 1.442 0.06
S -0.914 1.387 0.534 0.71
H -2.853 0.730 -0.715 0.03
H -0.884 3.653 1.064 0.02
H -3.206 0.728 0.996 0.03
C 1.821 -1.564 -1.781 -0.13
H -2.484 2.938 1.369 0.03
C -2.437 0.499 0.268 -0.47
H 0.654 -1.726 -0.007 0.08